1:
The following is a quantum chemistry calculation of 2 unconnected molecules or ions with the total composition C9H14, from OMol25.

Structure (XYZ):
```
23
Properties=species:S:1:pos:R:3:lowdin_charge:R:1
C 0.938 -0.843 -1.974 -0.0683
C -0.764 0.867 -1.565 -0.0656
C -0.428 -0.540 -1.575 -0.2990
C -1.927 1.399 -1.046 -0.1055
C -2.738 0.502 -0.272 -0.1125
C -1.388 -1.363 -1.060 -0.0552
C -2.508 -0.868 -0.312 -0.0776
H 0.035 1.630 -1.864 0.1289
H -2.383 2.432 -1.115 0.1163
H 1.538 -0.861 -1.086 0.0683
H 1.575 -0.511 -2.797 0.0946
H -3.450 1.127 0.325 0.1074
H -1.289 -2.381 -1.380 0.1024
H -2.996 -1.504 0.420 0.0955
H 0.989 -1.894 -2.140 0.0650
C 2.479 -0.024 1.945 -0.1724
C 1.250 0.754 2.249 -0.1749
H 3.331 0.533 1.586 0.0663
H 2.826 -0.392 2.877 0.0392
H 2.033 -1.012 1.541 0.1011
H 1.546 1.769 2.486 0.0712
H 0.822 0.342 3.159 0.0764
H 0.509 0.837 1.600 -0.0015
```

Values from the calculation:
lowest unoccupied orbital energy = 1.0150 eV
SMILES string = Cc1ccccc1.CC
HOMO level = -0.3281 hartree
HOMO-LUMO gap = 9.94 eV

2:
The following is a quantum chemistry calculation of 2 unconnected molecules or ions with the total composition C9H14, from OMol25.

Structure (XYZ):
```
23
Properties=species:S:1:pos:R:3:lowdin_charge:R:1
C 0.980 0.321 -0.491 -0.0657
C 1.665 0.322 1.919 -0.0547
C 0.620 0.305 0.999 -0.2711
C 1.313 0.200 3.247 -0.0883
C -0.024 -0.035 3.561 -0.1170
C -0.702 -0.020 1.325 -0.0476
C -1.064 -0.217 2.661 -0.0705
H 2.630 0.653 1.529 0.1119
H 1.931 0.415 4.109 0.1010
H 0.292 0.989 -1.026 0.0616
H 1.058 -0.666 -0.919 0.0630
H -0.255 -0.183 4.611 0.0965
H -1.298 -0.111 0.416 0.1004
H -2.083 -0.362 2.980 0.0990
H 1.835 1.010 -0.652 0.0876
C -1.384 0.196 -2.966 -0.1591
C -0.227 -0.915 -3.086 -0.1434
H -2.029 0.137 -3.833 0.0466
H -2.030 -0.005 -2.097 0.0515
H -1.018 1.205 -2.777 0.0462
H -0.519 -1.435 -4.010 0.0615
H -0.401 -1.321 -2.110 0.0342
H 0.710 -0.481 -3.391 0.0562
```

Values from the calculation:
lowest unoccupied orbital energy = 1.0212 eV
SMILES string = Cc1ccccc1.CC
HOMO level = -0.3307 hartree
HOMO-LUMO gap = 10.02 eV

3:
The following is a quantum chemistry calculation of 2 unconnected molecules or ions with the total composition C9H14, from OMol25.

Structure (XYZ):
```
23
Properties=species:S:1:pos:R:3:lowdin_charge:R:1
C -1.075 -3.358 -0.583 -0.1762
C -0.433 -3.093 0.790 -0.1614
H -1.444 -2.538 -1.193 0.0383
H -0.401 -3.965 -1.190 0.0624
H -1.976 -3.959 -0.414 0.0612
H -0.404 -4.027 1.342 0.0598
H -0.992 -2.339 1.341 0.0593
H 0.581 -2.735 0.611 0.0600
C -1.172 0.451 -0.860 -0.0563
C 2.182 2.156 -0.374 -0.0819
C 1.953 2.868 0.794 -0.1001
C 1.142 1.337 -0.834 -0.0625
C -0.141 1.352 -0.301 -0.2825
C 0.656 2.942 1.276 -0.1107
C -0.411 2.247 0.772 -0.0397
H 3.127 2.142 -0.898 0.0989
H 2.799 3.374 1.232 0.0978
H 1.330 0.742 -1.724 0.1096
H 0.476 3.568 2.149 0.1030
H -0.933 -0.610 -0.801 0.0474
H -1.318 0.658 -1.925 0.0893
H -1.421 2.168 1.148 0.1051
H -2.125 0.618 -0.358 0.0793
```

Values from the calculation:
lowest unoccupied orbital energy = 0.9938 eV
SMILES string = Cc1ccccc1.CC
HOMO level = -0.3280 hartree
HOMO-LUMO gap = 9.92 eV

Most stable structure: 3

1:
The following is a quantum chemistry calculation of 2 unconnected molecules or ions with the total composition C9H14, from OMol25.

Structure (XYZ):
```
23
Properties=species:S:1:pos:R:3:lowdin_charge:R:1
C 0.336 2.224 -0.851 -0.0540
C -1.189 0.218 -0.784 -0.0645
C 0.094 0.740 -0.916 -0.2967
C -1.413 -1.147 -0.858 -0.0938
C 1.143 -0.145 -1.137 -0.0673
C -0.354 -2.015 -1.064 -0.1005
C 0.931 -1.514 -1.208 -0.0919
H -2.030 0.876 -0.597 0.1129
H -2.419 -1.540 -0.747 0.1030
H 1.366 2.437 -0.565 0.0770
H -0.310 2.687 -0.101 0.0673
H 2.145 0.255 -1.241 0.1097
H -0.520 -3.086 -1.110 0.0999
H 1.765 -2.185 -1.374 0.1017
H 0.117 2.708 -1.804 0.0816
C 0.068 -0.292 2.563 -0.1585
C 0.237 1.189 2.932 -0.1574
H 0.476 -0.921 3.356 0.0626
H -0.989 -0.525 2.442 0.0622
H 0.573 -0.508 1.623 0.0425
H -0.203 1.824 2.160 0.0429
H 1.291 1.448 3.027 0.0622
H -0.278 1.406 3.867 0.0591
```

Values from the calculation:
lowest unoccupied orbital energy = 1.0427 eV
SMILES string = Cc1ccccc1.CC
HOMO level = -0.3343 hartree
HOMO-LUMO gap = 10.14 eV

2:
The following is a quantum chemistry calculation of 2 unconnected molecules or ions with the total composition C9H14, from OMol25.

Structure (XYZ):
```
23
Properties=species:S:1:pos:R:3:lowdin_charge:R:1
C 0.464 2.882 -0.139 -0.1913
C 0.374 4.023 0.805 -0.1905
H 0.185 3.196 -1.160 0.0734
H 1.512 2.704 -0.464 0.0750
H 0.004 1.940 0.122 0.0425
H 0.940 4.913 0.519 0.0674
H 0.837 3.821 1.789 0.0635
H -0.628 4.269 1.189 0.0686
C 0.638 -1.126 2.138 -0.0570
C -0.673 -1.549 -1.911 -0.1047
C -1.372 -2.137 -0.860 -0.0959
C 0.317 -0.628 -1.610 -0.0899
C -1.033 -1.866 0.448 -0.0489
C 0.746 -0.402 -0.304 -0.0840
C 0.091 -1.047 0.738 -0.2789
H -0.887 -1.772 -2.947 0.0988
H -1.937 -2.934 -1.345 0.1050
H 0.824 -0.039 -2.366 0.1014
H -1.691 -2.108 1.273 0.1056
H 1.486 0.303 0.059 0.1024
H 1.687 -1.424 2.219 0.0821
H 0.111 -1.806 2.802 0.0703
H 0.521 -0.099 2.536 0.0851
```

Values from the calculation:
lowest unoccupied orbital energy = 0.9802 eV
SMILES string = Cc1ccccc1.CC
HOMO level = -0.3278 hartree
HOMO-LUMO gap = 9.90 eV

3:
The following is a quantum chemistry calculation of 2 unconnected molecules or ions with the total composition C9H14, from OMol25.

Structure (XYZ):
```
23
Properties=species:S:1:pos:R:3:lowdin_charge:R:1
C -1.088 -1.586 0.568 -0.1853
C -1.620 -2.309 1.785 -0.1636
H -1.214 -0.529 0.438 0.0299
H 0.011 -1.676 0.478 0.0606
H -1.317 -2.128 -0.378 0.0770
H -1.474 -3.392 1.692 0.0654
H -2.659 -1.946 1.955 0.0791
H -0.929 -2.165 2.599 0.0496
C 2.057 -0.162 -1.902 -0.0539
C -0.038 1.219 -1.578 -0.0471
C 1.123 0.613 -1.025 -0.3013
C -0.937 1.880 -0.757 -0.0924
C -0.539 2.147 0.561 -0.1236
C 1.452 0.868 0.298 -0.0662
C 0.576 1.589 1.113 -0.1015
H -0.163 1.359 -2.639 0.1069
H -1.917 2.236 -1.032 0.1001
H 2.729 0.672 -2.192 0.0987
H 1.655 -0.677 -2.750 0.0666
H -1.219 2.771 1.124 0.0981
H 2.391 0.547 0.754 0.1165
H 0.576 1.610 2.189 0.1039
H 2.546 -0.940 -1.298 0.0824
```

Values from the calculation:
lowest unoccupied orbital energy = 1.0188 eV
SMILES string = Cc1ccccc1.CC
HOMO level = -0.3258 hartree
HOMO-LUMO gap = 9.88 eV

4:
The following is a quantum chemistry calculation of 2 unconnected molecules or ions with the total composition C9H14, from OMol25.

Structure (XYZ):
```
23
Properties=species:S:1:pos:R:3:lowdin_charge:R:1
C 0.822 -1.879 1.660 -0.0937
C 1.225 -1.577 -2.552 -0.0731
C 0.939 -0.505 -1.673 -0.1269
C 1.700 -2.746 -1.878 -0.0965
C 0.815 -0.585 -0.339 -0.0679
C 1.756 -2.860 -0.458 -0.0637
C 1.324 -1.787 0.296 -0.2906
H 0.870 -1.822 -3.559 0.1015
H 0.490 0.423 -2.102 0.1109
H 2.117 -3.671 -2.382 0.1099
H 0.189 0.063 0.339 0.1195
H 2.311 -3.778 -0.088 0.1268
H 1.271 -2.563 2.255 0.0300
H -0.266 -2.028 1.841 0.1035
H 1.034 -0.878 2.183 0.1071
C -2.478 2.615 0.672 -0.1833
C -1.701 3.931 0.866 -0.1965
H -2.930 2.135 1.577 0.0623
H -3.329 2.979 0.056 0.0605
H -1.841 1.707 0.293 0.0775
H -2.024 4.574 1.729 0.0723
H -1.566 4.575 -0.020 0.0657
H -0.727 3.680 1.286 0.0446
```

Values from the calculation:
lowest unoccupied orbital energy = 0.8976 eV
SMILES string = Cc1ccccc1.CC
HOMO level = -0.3219 hartree
HOMO-LUMO gap = 9.66 eV

Most stable structure: 1

1:
The following is a quantum chemistry calculation of 2 unconnected molecules or ions with the total composition C9H14, from OMol25.

Structure (XYZ):
```
23
Properties=species:S:1:pos:R:3:lowdin_charge:R:1
C 1.339 -0.161 -1.731 -0.0466
C 2.472 2.912 0.264 -0.0888
C 2.547 1.748 -0.482 -0.0674
C 1.239 3.380 0.778 -0.0834
C 1.409 0.971 -0.706 -0.2825
C 0.171 2.488 0.678 -0.1094
C 0.214 1.302 -0.074 -0.0575
H 3.311 3.597 0.169 0.0981
H 3.494 1.268 -0.739 0.1157
H 1.054 4.379 1.132 0.0943
H -0.604 2.700 1.380 0.0893
H 1.889 -0.994 -1.284 0.0829
H 1.667 0.142 -2.713 0.0709
H -0.837 0.946 -0.153 0.1194
H 0.283 -0.353 -1.896 0.0649
C -3.051 -2.948 0.215 -0.1865
C -1.852 -3.213 1.155 -0.1737
H -2.975 -1.915 -0.206 0.0577
H -3.042 -3.667 -0.611 0.0673
H -3.914 -2.709 0.819 0.0515
H -2.011 -4.266 1.440 0.0624
H -1.870 -2.539 2.012 0.0584
H -0.934 -3.068 0.551 0.0631
```

Values from the calculation:
lowest unoccupied orbital energy = 0.9311 eV
SMILES string = Cc1ccccc1.CC
HOMO level = -0.3307 hartree
HOMO-LUMO gap = 9.93 eV

2:
The following is a quantum chemistry calculation of 2 unconnected molecules or ions with the total composition C9H14, from OMol25.

Structure (XYZ):
```
23
Properties=species:S:1:pos:R:3:lowdin_charge:R:1
C 1.103 2.554 1.840 -0.0569
C 0.737 -0.269 -0.728 -0.0969
C 1.867 -1.068 -0.506 -0.0830
C 0.514 0.879 0.060 -0.0509
C 1.318 1.216 1.153 -0.2650
C 2.695 -0.686 0.564 -0.0923
C 2.404 0.386 1.405 -0.0549
H 0.108 -0.414 -1.575 0.0755
H 2.002 -1.966 -1.123 0.1051
H -0.369 1.398 -0.280 0.1011
H 3.682 -1.077 0.449 0.0912
H 1.441 3.386 1.219 0.0805
H 1.689 2.662 2.746 0.0647
H 3.046 0.557 2.251 0.1046
H 0.102 2.818 2.199 0.0774
C -2.621 -2.010 -1.087 -0.1786
C -3.018 -0.537 -1.286 -0.1703
H -2.815 -2.528 -2.026 0.0540
H -1.503 -2.186 -0.903 0.0716
H -3.206 -2.510 -0.319 0.0539
H -4.029 -0.503 -1.687 0.0616
H -2.265 -0.150 -1.988 0.0520
H -2.882 0.050 -0.379 0.0558
```

Values from the calculation:
lowest unoccupied orbital energy = 1.0504 eV
SMILES string = Cc1ccccc1.CC
HOMO level = -0.3318 hartree
HOMO-LUMO gap = 10.08 eV

Most stable structure: 2